1.
125
Properties=species:S:1:pos:R:3:forces:R:3:mulliken_spin:R:1 method="wB97M-V/def2-TZVPD" max_force_ev_per_a=1.99 homo_energy_ha="-0.1752 / -0.1751" homo_lumo_gap_ha="0.237 / 0.236" multiplicity=2 e_tot_ev=-169557.881 total_charge=-1
Lu 0.687901 -0.838808 -1.894789 0.072 -0.050 -0.747 0.079
C 3.452665 -1.221026 0.412227 -0.098 1.457 -0.271 -0.001
N 2.346730 -1.987751 -0.176199 0.512 0.014 -0.525 0.003
C 3.028239 -2.918871 -1.114619 1.122 -0.394 0.911 0.000
C 2.272343 -3.501835 -2.274363 -0.066 -0.212 -0.238 -0.001
N 1.683702 -2.445905 -3.094621 0.667 -0.193 0.453 0.005
C 1.152438 -2.936690 -4.245434 -0.717 0.822 0.154 0.000
C -0.103958 -2.463284 -4.677744 0.411 -0.185 0.138 0.017
F -0.716324 -1.468264 -4.002493 0.354 0.007 0.239 -0.020
C -0.799586 -3.061477 -5.688565 0.120 -0.165 0.222 0.002
F -2.038762 -2.691148 -5.964706 -0.543 0.201 -0.178 0.000
C -0.266582 -4.171119 -6.302024 -0.433 -0.572 -0.653 0.000
F -1.072425 -4.901738 -7.110461 0.375 0.174 -0.058 0.000
C 1.019245 -4.581819 -6.022430 -0.903 -0.657 -0.699 0.000
F 1.487727 -5.667775 -6.686716 0.187 0.609 0.387 0.000
C 1.720672 -3.925794 -5.047641 0.760 -0.129 -0.238 0.000
F 3.037319 -4.213138 -4.947956 0.019 -0.191 0.333 0.000
C 1.705548 -2.644020 0.967668 -0.461 0.098 -0.347 -0.001
C 0.684523 -3.717194 0.656838 0.830 -0.773 0.672 0.000
N -0.592090 -3.235673 0.179686 -1.435 -0.196 0.105 0.001
C -1.709539 -3.867474 0.843968 1.616 0.184 -0.705 0.001
C -2.698057 -3.111345 1.412422 -0.070 0.176 0.619 -0.001
F -2.721154 -1.798018 1.284204 0.145 0.602 -0.375 -0.003
C -3.596587 -3.654476 2.305130 -0.072 -0.370 0.046 0.000
F -4.481629 -2.860024 2.911640 -0.091 -0.208 0.138 0.000
C -3.521262 -5.002303 2.589148 0.443 -0.567 -0.900 0.000
F -4.311305 -5.558123 3.471988 -1.019 -0.398 0.884 0.000
C -2.637786 -5.830605 1.882890 0.030 -0.150 0.314 0.000
F -2.617841 -7.177651 1.981564 -0.378 0.648 0.467 0.000
C -1.719856 -5.242504 1.065467 -0.045 0.556 -0.693 0.000
F -0.832103 -6.004219 0.429405 0.086 -0.218 -0.018 0.000
H 4.147945 -1.903488 0.919742 0.127 0.044 -0.137 0.000
H 3.069108 -0.506310 1.172017 0.128 -0.387 -0.507 0.000
H 3.965006 -0.636538 -0.397600 -0.384 -0.586 0.890 0.000
H 3.556763 -3.719090 -0.502424 -0.624 0.498 -0.591 0.000
H 3.863333 -2.344250 -1.578760 -0.653 -0.218 0.268 0.000
H 1.507166 -4.265996 -2.037398 0.170 0.284 0.273 0.000
H 3.079897 -4.051691 -2.756179 -0.021 -0.132 -0.476 0.000
H 1.192578 -1.878850 1.550423 0.245 0.130 0.152 0.001
H 2.493397 -3.065701 1.599529 0.057 -0.278 0.098 0.000
H 0.539413 -4.224865 1.647880 -0.062 0.370 -0.888 0.000
H 1.136489 -4.468409 -0.006296 -0.188 0.092 0.127 0.000
F 5.003410 -0.620225 -8.977208 -0.097 0.150 -0.682 0.000
C 4.218230 -0.265145 -7.949919 1.689 -0.961 -0.074 0.000
C 4.764072 -0.459614 -6.698751 -0.907 0.380 1.506 0.000
F 6.017053 -0.885484 -6.481072 -0.034 -0.065 -0.544 0.000
C 3.981860 -0.148063 -5.589476 0.025 0.520 0.273 0.000
F 4.562891 -0.183115 -4.372310 0.017 -0.333 -0.152 0.000
C 2.683875 0.363556 -5.687807 0.149 -0.465 0.578 0.001
S 1.611073 0.816694 -4.381658 0.059 0.155 0.295 0.005
C 2.254321 0.535491 -6.985383 -1.272 0.613 -0.517 0.000
F 1.072830 1.113312 -7.229314 -0.442 0.046 0.120 0.000
C 2.957626 0.233875 -8.113172 0.741 0.052 -0.260 0.000
F 2.512452 0.516875 -9.340293 -0.242 -0.114 -0.082 0.000
O -2.627516 4.074943 -3.414785 0.561 0.521 0.158 -0.001
H -3.202779 3.337252 -3.536605 -0.951 -0.704 -0.198 0.000
H -1.798111 3.615951 -3.259347 0.449 0.090 0.070 -0.001
N -1.916204 -2.871520 -1.754665 0.824 0.586 0.192 0.000
C -0.749070 -2.747841 -1.201658 -1.102 -0.018 0.709 0.002
H -2.665582 -3.282328 -1.175457 0.405 -0.237 -0.033 0.000
O 0.036896 -0.208810 0.370168 0.643 -0.486 -0.198 0.056
H -0.393300 -0.954706 0.796495 -0.350 -0.339 0.118 0.004
H -0.699523 0.330388 0.035464 -1.109 1.008 0.269 -0.010
C -3.321978 0.400183 -2.358869 0.865 0.097 -0.847 0.039
C -2.104192 0.898539 -1.642643 -0.316 -0.997 0.582 -0.138
O -2.149107 1.187509 -0.411721 0.079 0.260 -0.024 0.076
N -0.994285 0.788506 -2.296804 1.175 0.128 -0.071 0.942
Te -0.547209 2.573298 2.397133 0.464 -0.239 -0.115 0.001
C -1.619626 4.088820 3.344569 -0.280 0.261 0.156 -0.001
C -1.479738 4.401971 4.716700 0.670 -0.856 0.328 0.001
C -0.634046 3.576536 5.702007 0.516 0.409 -0.327 -0.001
C -2.083456 5.531862 5.211251 -0.314 0.588 0.357 0.000
C -2.825054 6.374078 4.389869 -0.296 -0.355 0.374 0.001
C -3.420180 7.637361 4.940632 -0.336 -0.252 -0.426 0.000
C -2.994742 6.018478 3.072333 0.114 0.161 -0.592 0.000
C -2.405852 4.890358 2.488276 0.413 0.039 1.355 0.002
C -2.616875 4.596527 1.041428 -0.400 -0.190 -0.073 -0.002
C -1.044402 0.892337 3.560376 -0.250 -1.016 -0.562 -0.009
C -2.410366 0.513432 3.648281 0.654 0.879 -0.023 0.003
C -3.538615 1.318533 3.005918 0.185 -0.425 1.931 0.000
C -2.710654 -0.631835 4.363404 -0.729 -0.110 0.253 0.002
C -1.733377 -1.431683 4.926333 0.177 -1.054 0.466 -0.001
C -2.102971 -2.723705 5.650595 -0.706 0.534 -0.129 0.000
C -0.402374 -1.121729 4.725567 0.568 0.142 -0.852 0.000
C -0.020777 -0.003732 3.974228 -1.391 0.783 0.903 0.000
C 1.412460 0.351999 3.815516 0.288 0.274 0.275 0.001
H -4.181713 0.903136 -2.006144 -1.047 0.480 0.250 0.010
H -3.365432 -0.655380 -2.181871 -0.179 -0.701 0.439 0.000
H -3.173936 0.463011 -3.434130 -0.227 0.318 -0.186 -0.006
H 0.364297 3.379714 5.259617 -0.446 0.101 0.214 0.000
H -1.044880 2.607918 5.959691 -0.329 -0.290 -0.289 0.000
H -0.488507 4.083052 6.677786 -0.125 0.062 -0.691 0.000
H -1.965229 5.789561 6.267650 -0.013 -0.101 -0.271 0.000
H -3.830541 7.499464 5.932622 -0.079 -0.073 0.239 0.000
H -4.199681 8.062140 4.298290 0.145 -0.190 0.056 0.000
H -2.626058 8.349133 5.000867 0.483 0.792 0.198 0.000
H -3.556388 6.706483 2.458214 -0.217 -0.047 -0.287 0.000
H -3.299819 5.325825 0.646900 -0.535 0.288 -0.240 0.000
H -3.030638 3.593023 0.871717 0.232 0.195 0.008 0.001
H -1.731633 4.702965 0.431843 0.475 -0.195 -0.048 0.000
H -3.369838 1.460614 1.974820 0.329 0.174 -1.341 0.002
H -3.659712 2.309266 3.490392 -0.007 -0.547 -0.234 0.000
H -4.438914 0.716513 3.135298 -0.192 0.293 -0.055 0.000
H -3.762452 -0.919420 4.477279 0.381 0.058 -0.078 0.000
H -3.021523 -3.089799 5.191570 -0.027 -0.249 0.025 0.000
H -2.344213 -2.601054 6.714056 0.191 0.246 -0.144 0.000
H -1.349670 -3.498014 5.576171 0.267 -0.022 -0.127 0.000
H 0.381085 -1.810628 5.040450 -0.165 0.097 0.154 0.000
H 1.642097 1.212728 4.454464 -0.036 0.157 -0.313 0.000
H 1.636177 0.595390 2.781489 0.239 0.053 -0.089 -0.001
H 2.072769 -0.427478 4.168503 0.110 -0.481 -0.113 0.000
O 2.022922 0.752745 -1.091853 0.614 0.898 -0.046 -0.049
S 1.985138 2.273972 -1.204760 -0.428 0.005 0.761 -0.015
C 2.708386 2.851224 0.381122 0.072 0.525 -1.447 -0.002
C 4.157613 2.462831 0.329002 0.304 -0.476 -0.017 0.002
C 4.677195 2.719630 -1.085134 -0.512 0.280 0.094 0.000
C 3.458821 2.820010 -2.013298 0.566 0.333 -0.558 0.002
H 2.132985 2.460679 1.170803 -0.605 -0.533 1.027 0.000
H 2.619651 3.938615 0.375987 -0.275 0.092 -0.049 0.000
H 4.245684 1.403667 0.509781 0.080 -0.310 0.472 -0.001
H 4.710973 3.032473 1.072106 0.164 -0.186 0.122 0.000
H 5.406136 2.003777 -1.412000 0.181 -0.592 -0.106 0.000
H 5.183244 3.664757 -1.071902 0.303 0.635 -0.261 0.000
H 3.463260 2.312517 -2.968483 0.292 -0.393 -0.195 0.000
H 3.301956 3.871073 -2.250952 -0.405 0.109 -0.007 0.000


2.
20
Properties=species:S:1:pos:R:3:forces:R:3:mulliken_spin:R:1 method="wB97M-V/def2-TZVPD" max_force_ev_per_a=6.78 homo_energy_ha="-0.2408 / -0.3598" homo_lumo_gap_ha="0.265 / 0.215" multiplicity=3 e_tot_ev=-15937.667
C 0.103329 2.691382 1.869144 -3.538 -0.217 2.444 0.366
C 0.971928 2.253822 0.935464 1.055 -2.936 -2.521 0.654
C 0.415840 -2.181124 0.767345 -1.373 2.011 -2.254 0.000
C 0.116709 -1.165542 -0.390966 2.315 0.152 -1.215 0.006
C 1.014311 0.078329 -0.276119 -0.135 0.489 1.979 0.047
N -0.836038 1.786822 2.075908 -0.947 5.260 4.169 0.069
N -0.666983 0.794162 1.314548 -0.451 -3.376 -1.982 0.623
N 0.480122 0.999590 0.611946 2.426 -0.198 -1.771 0.053
O -1.227375 -0.843237 -0.615604 0.331 -0.488 0.125 0.007
O 2.144254 0.268597 -0.692850 -0.499 -0.412 -0.488 0.138
O -0.942120 1.728472 -2.004141 -0.408 0.439 0.210 0.000
H 0.221713 3.623063 2.321028 -0.492 1.167 1.148 0.003
H 1.772602 2.699736 0.500003 2.091 0.898 -1.263 0.030
H 0.454648 -1.635021 1.677554 -0.977 -0.080 1.224 0.004
H -0.247246 -3.002461 0.564569 -0.338 -0.400 0.874 0.000
H 1.397228 -2.448717 0.627233 2.377 -1.115 -0.503 -0.001
H 0.563155 -1.468173 -1.326318 -0.404 -1.186 -0.461 -0.004
H -1.424400 -0.581792 0.279520 -1.401 0.455 0.628 0.004
H -1.537428 2.436276 -2.335714 0.378 -0.979 0.669 0.001
H -1.366441 1.209943 -1.282992 -0.009 0.515 -1.011 -0.001


3.
52
Properties=species:S:1:pos:R:3:forces:R:3:mulliken_spin:R:1 method="wB97M-V/def2-TZVPD" max_force_ev_per_a=2.55 homo_energy_ha="-0.2046 / -0.2098" homo_lumo_gap_ha="0.300 / 0.306" multiplicity=2 e_tot_ev=-87933.365 total_charge=-1
Co 0.289472 -0.172256 -0.055734 -1.829 -0.837 -1.575 1.009
O -0.883277 -4.058974 0.639473 0.078 0.094 -0.069 0.006
C -0.514105 -2.961985 0.239193 0.091 -0.088 -0.016 0.002
O -0.690970 -1.820742 0.790959 0.299 0.478 0.262 -0.010
C 0.208039 -2.865900 -1.109455 -0.166 0.085 0.223 0.005
C 0.624584 -3.902031 -1.924300 -0.074 -0.066 -0.066 -0.006
C 1.214813 -3.579575 -3.142364 -0.016 0.091 0.064 0.006
C 1.332600 -2.249636 -3.533791 -0.072 -0.040 -0.069 -0.005
C 0.888901 -1.274395 -2.659986 -0.093 0.297 0.013 0.004
N 0.375535 -1.607355 -1.485593 0.822 0.295 0.588 -0.022
C 0.850597 0.242214 -2.889934 0.090 -0.078 -0.070 0.003
O 1.132077 0.680001 -3.999205 0.005 -0.090 0.136 0.005
O 0.462106 0.891101 -1.859170 0.147 0.220 0.613 -0.003
H 0.477455 -4.922707 -1.600017 0.007 0.013 0.017 0.000
H 1.575421 -4.366730 -3.793219 -0.022 -0.006 -0.007 0.000
H 1.747843 -1.955109 -4.487285 0.007 0.007 0.011 0.000
O 3.953939 0.491036 1.806245 0.020 0.113 0.074 0.001
C 2.759860 0.689641 1.598699 -0.110 -0.395 -0.244 0.002
O 2.031449 -0.021266 0.833546 0.569 0.028 0.278 0.031
C 2.122143 1.874167 2.350765 -0.003 -0.048 -0.105 0.005
C 2.990074 2.586523 3.181171 -0.007 0.106 0.049 -0.002
C 2.564656 3.680921 3.909640 -0.017 -0.066 -0.047 0.000
C 1.240967 4.093163 3.818972 -0.034 0.078 0.038 0.000
C 0.367566 3.396549 3.008700 -0.088 -0.022 -0.010 0.000
C 0.788090 2.285706 2.271957 0.078 -0.002 -0.037 -0.002
P -0.499642 1.424660 1.295759 0.414 -0.094 0.116 -0.028
C -1.266191 2.798585 0.377103 -0.019 0.019 -0.124 -0.003
C -2.621558 3.005972 0.137117 0.029 -0.090 0.087 0.002
C -3.038381 3.988150 -0.750036 -0.057 0.103 -0.051 0.000
C -2.111725 4.761376 -1.429604 0.003 -0.072 0.046 0.000
C -0.756853 4.550375 -1.211559 -0.040 0.103 -0.080 0.000
C -0.339840 3.580711 -0.321305 0.027 -0.087 0.131 0.001
C -1.518013 0.730803 2.640719 -0.176 -0.121 -0.082 0.002
C -2.867685 0.947109 2.894544 0.095 0.144 0.009 -0.001
C -3.523372 0.221753 3.880115 -0.083 -0.003 0.063 0.000
C -2.844913 -0.733381 4.616703 0.032 0.007 -0.042 0.000
C -1.495099 -0.953088 4.373986 -0.049 -0.018 0.100 0.000
C -0.840659 -0.231783 3.395248 0.076 0.063 -0.124 -0.001
H 4.014308 2.244378 3.222064 0.001 -0.024 -0.011 0.000
H 3.259485 4.213805 4.547146 0.008 0.004 -0.008 0.000
H 0.893598 4.954492 4.376666 -0.014 -0.014 0.003 0.000
H -0.667394 3.713760 2.936917 0.007 0.015 0.020 0.000
H -3.372352 2.399612 0.618462 0.004 -0.055 -0.042 0.000
H -4.097656 4.142240 -0.916219 0.008 -0.034 -0.007 0.000
H -2.442175 5.505498 -2.142904 0.008 0.028 0.023 0.000
H -0.025363 5.132149 -1.757078 0.030 -0.029 0.018 0.000
H 0.718734 3.401857 -0.174222 -0.008 0.028 -0.069 0.000
H -3.423739 1.691731 2.347684 -0.005 0.005 0.001 0.000
H -4.574927 0.404396 4.065522 0.005 -0.002 -0.014 0.000
H -3.366765 -1.316299 5.364896 0.009 0.016 0.022 0.000
H -0.959853 -1.705559 4.938168 0.028 0.002 -0.034 0.000
H 0.204549 -0.429668 3.184999 -0.014 -0.059 0.002 0.000


Among the records above, which one has the highest multiplicity?
C5H9N3O3


The highest multiplicity belongs to which entry?
C5H9N3O3